Entry 1:
DFT (ωB97M-V with the def2-TZVPD basis set) results for a structure of composition C3H3FO2Pd.

The geometry in XYZ format:
```
10
Properties=species:S:1:pos:R:3:forces:R:3:lowdin_charge:R:1
H -1.6454 0.8454 -0.1416 1.9 2.1 1.1 0.252
F 1.9282 -0.7671 -0.6954 -0.6 0.0 0.0 0.124
O 0.4490 0.9716 -0.9665 -0.4 0.5 0.1 0.097
O 0.1729 0.3481 1.1659 1.9 -5.5 -9.8 -0.373
C 0.6433 -0.4553 -0.9491 0.8 -0.6 -0.3 -0.238
C -0.3456 -0.6019 0.2101 2.1 -1.3 -0.5 -0.003
C -0.4858 0.9044 0.0423 -3.1 -1.9 -3.0 -0.244
H 0.3223 -0.9059 -1.8953 0.0 0.1 0.2 0.194
H -0.8801 -1.4459 0.6359 -0.2 0.3 -0.3 0.183
Pd -0.1588 1.1066 2.5937 -2.3 6.3 12.6 1.008
```
Positions in Å, forces in eV/Å.

* multiplicity: 4
* charge: +1
* LUMO (alpha / beta): -0.1610 / -0.3124 Eh
* frontier orbital gap (alpha / beta): 7.3 / 8.1 eV

Entry 2:
DFT (ωB97M-V with the def2-TZVPD basis set) results for a cluster of 2 separate species, C3H5O3 in total.

The geometry in XYZ format:
```
11
Properties=species:S:1:pos:R:3:forces:R:3:lowdin_charge:R:1
C -1.5783 -1.1492 -1.4712 1.5 1.1 -0.7 -0.046
C -1.3711 -1.9005 -0.3872 0.9 0.5 0.7 -0.325
O -0.8369 -1.3682 0.7415 -0.5 -1.3 0.1 -0.071
H -1.5191 -1.5593 -2.4988 -0.8 0.2 0.8 0.034
H -1.2266 -0.0722 -1.3220 -0.7 -1.4 -0.5 0.073
H -1.5351 -2.9879 -0.2913 0.0 0.6 -0.2 0.097
H -0.2819 -0.5409 0.6179 -0.5 0.5 0.0 0.033
O 0.2536 1.0046 0.7313 0.2 -0.2 -0.6 -0.135
C 1.4582 1.2738 0.4556 0.5 0.6 0.6 -0.641
O 1.9610 2.2425 -0.1296 -0.6 0.1 -0.4 -0.110
H 2.2441 0.6228 0.9002 -0.1 -0.7 0.1 0.091
```
Positions in Å, forces in eV/Å.

* multiplicity: 1
* charge: -1
* LUMO: 0.1509 Eh
* frontier orbital gap: 8.6 eV

Entry 3:
DFT (ωB97M-V with the def2-TZVPD basis set) results for a cluster of 2 separate species, C2H5N2OP in total.

The geometry in XYZ format:
```
11
Properties=species:S:1:pos:R:3:forces:R:3:lowdin_charge:R:1
C -1.4002 -1.4854 -0.2536 -0.2 0.9 0.6 -0.417
C -0.9208 -0.1562 0.2082 0.2 0.3 -2.5 -0.460
N 2.2533 0.2807 0.1473 -0.1 -2.1 2.8 -0.070
N 3.3470 0.3769 -0.4557 -0.2 0.8 -0.8 -0.041
O -1.1787 -1.9049 -1.3669 -0.3 -0.4 0.7 -0.017
P -0.7983 0.9473 -1.0966 -0.3 -1.4 1.3 0.899
H -2.1117 -1.8990 0.5011 0.2 -0.8 -0.6 0.111
H -0.7392 0.1015 1.2387 -0.2 -0.1 0.2 0.035
H 2.2913 -0.3700 0.9685 -0.8 0.8 -0.6 0.085
H 3.1638 1.0416 -1.1826 1.2 0.6 -1.3 0.045
H -0.5403 1.8996 -0.1491 0.5 1.4 0.3 -0.170
```
Positions in Å, forces in eV/Å.

* multiplicity: 3
* LUMO (alpha / beta): -0.0332 / -0.0582 Eh
* frontier orbital gap (alpha / beta): 6.5 / 8.3 eV

Entry 4:
DFT (ωB97M-V with the def2-TZVPD basis set) results for a structure of composition C31H26As2Cl2HfN2S2.

The geometry in XYZ format:
```
66
Properties=species:S:1:pos:R:3:forces:R:3:lowdin_charge:R:1
Hf 0.0600 0.8845 -1.9020 0.4 0.5 -0.5 0.883
C -2.5003 3.1941 1.0100 -0.1 0.0 0.0 -0.101
C -2.8120 2.4304 2.0473 0.0 0.0 0.0 -0.083
As -1.7358 -0.4214 -0.1089 -0.3 -0.8 0.5 1.117
C -2.1643 -1.9765 0.9960 0.0 0.3 0.0 -0.452
C -3.4057 -1.8619 1.6213 0.1 0.1 -0.1 -0.135
C -3.8693 -2.9024 2.4109 0.0 -0.1 0.0 -0.047
C -3.0995 -4.0462 2.5705 0.0 0.0 0.0 -0.039
C -1.8663 -4.1549 1.9394 0.0 0.0 0.0 -0.047
C -1.3907 -3.1193 1.1499 0.1 0.0 0.0 -0.098
C -0.7290 -1.3702 -1.5684 0.0 -0.3 0.0 -0.606
C 0.5062 -2.0039 -1.3408 0.0 -0.2 0.0 -0.163
C 1.1002 -2.7750 -2.3290 0.0 0.1 0.0 -0.028
C 0.4828 -2.9184 -3.5673 -0.1 0.0 0.0 -0.020
C -0.7373 -2.3048 -3.8105 0.1 0.0 -0.1 -0.040
C -1.3424 -1.5310 -2.8253 -0.2 -0.1 0.2 -0.180
As 0.1349 1.1083 0.7918 0.3 -0.7 0.7 1.111
C 1.8844 0.2967 0.4028 -0.1 0.3 0.0 -0.482
C 2.4115 -0.8127 1.0767 0.0 -0.1 0.0 -0.113
C 3.7029 -1.2225 0.8197 -0.1 0.0 0.1 -0.030
C 4.4919 -0.5391 -0.1127 0.0 0.1 -0.1 -0.018
C 3.9972 0.5763 -0.7580 0.2 -0.1 0.0 -0.049
C 2.6968 1.0028 -0.4903 -0.2 0.1 0.3 -0.209
C 0.1426 0.9366 2.7420 -0.1 0.3 -0.2 -0.433
C -0.4948 -0.0726 3.4441 0.0 0.0 -0.1 -0.106
C -0.3463 -0.1188 4.8248 0.0 0.0 0.0 -0.048
C 0.4197 0.8330 5.4816 0.0 0.0 0.0 -0.041
C 1.0412 1.8462 4.7636 0.0 0.0 0.0 -0.046
C 0.9015 1.9078 3.3866 0.0 0.0 -0.1 -0.108
H -2.0864 4.1870 1.1364 0.0 0.0 0.0 0.068
H -2.7081 2.8855 -0.0076 0.0 0.0 0.0 -0.011
H -3.2747 1.4561 1.9232 0.0 0.0 0.0 0.031
H -2.6612 2.7654 3.0657 0.1 0.0 0.0 0.070
H -4.0059 -0.9704 1.4815 -0.1 0.0 0.0 0.093
H -4.8329 -2.8212 2.8951 0.0 0.0 0.0 0.121
H -3.4645 -4.8569 3.1862 0.0 0.0 0.0 0.122
H -1.2741 -5.0518 2.0614 0.0 0.0 0.0 0.120
H -0.4285 -3.2235 0.6697 0.0 0.0 0.0 0.090
H 0.9778 -1.9388 -0.3751 0.0 0.1 0.0 0.070
H 2.0391 -3.2734 -2.1262 0.0 0.0 0.0 0.133
H 0.9412 -3.5244 -4.3374 0.0 0.0 0.0 0.133
H -1.2257 -2.4357 -4.7671 0.0 0.0 0.0 0.131
H -2.3319 -1.1272 -3.0008 0.0 0.1 0.0 0.090
H 1.8130 -1.3268 1.8212 0.0 0.0 0.0 0.115
H 4.1135 -2.0633 1.3634 0.0 0.0 0.0 0.124
H 5.5053 -0.8657 -0.3036 0.0 0.0 0.0 0.127
H 4.6263 1.1379 -1.4369 0.0 0.0 0.0 0.125
H 2.3760 1.9702 -0.8804 0.0 0.0 0.0 0.068
H -1.0974 -0.8165 2.9468 0.0 -0.1 0.0 0.073
H -0.8388 -0.9055 5.3805 0.0 0.0 0.0 0.119
H 0.5299 0.7866 6.5564 0.0 0.0 0.0 0.121
H 1.6310 2.5970 5.2716 0.0 0.0 0.0 0.121
H 1.3774 2.7028 2.8244 0.0 0.0 0.1 0.110
S 0.1258 3.3002 -2.2359 0.2 -0.1 -0.3 0.592
C 1.6645 3.2667 -3.1145 0.1 0.0 0.0 -0.675
C 2.2798 4.5569 -3.2010 0.0 0.0 0.0 -0.257
N 2.7486 5.6057 -3.2145 0.0 0.0 0.0 0.232
C 2.3087 2.1852 -3.6177 0.1 0.2 -0.1 -0.675
S 1.8292 0.4821 -3.5390 -0.3 0.2 0.1 0.650
C 3.5800 2.3667 -4.2540 0.1 0.0 0.0 -0.263
N 4.6162 2.4515 -4.7432 0.0 0.0 0.0 0.230
Cl -2.7385 1.5947 -2.4046 -0.1 0.0 0.1 0.541
C -2.5797 2.0350 -4.1265 0.1 0.1 -0.1 -0.837
Cl -1.1053 1.2343 -4.6861 -0.1 0.0 -0.3 0.597
H -2.4695 3.1106 -4.2100 0.0 0.0 0.0 0.053
H -3.4402 1.6579 -4.6670 0.0 0.0 0.0 0.059
```
Positions in Å, forces in eV/Å.

* multiplicity: 1
* charge: +2
* LUMO: -0.2746 Eh
* frontier orbital gap: 6.6 eV

Entry 5:
DFT (ωB97M-V with the def2-TZVPD basis set) results for a cluster of 15 separate species, C49H135N7O22 in total.

The geometry in XYZ format:
```
213
Properties=species:S:1:pos:R:3:forces:R:3:lowdin_charge:R:1
O 1.4056 5.1655 -4.8936 0.0 -0.9 -0.3 -0.064
H 0.7026 5.7192 -4.5540 -0.1 0.4 0.2 -0.024
H 2.2050 5.6666 -4.7322 0.4 0.2 -0.1 -0.012
C -1.7119 6.6125 -3.4592 0.1 0.8 0.7 -0.070
O -0.2920 6.8324 -3.5576 -0.7 0.2 0.2 -0.250
C 0.1322 8.0282 -2.8613 1.6 -1.3 -0.3 -0.151
C 1.7413 8.0882 -2.8185 -1.9 1.2 -1.5 -0.148
N 2.3428 8.1300 -4.1680 0.4 -1.5 0.5 -0.067
C 3.8187 8.1862 -4.2349 -0.8 0.2 0.6 -0.181
C 4.5569 6.8763 -3.8900 0.4 -0.7 -1.3 -0.163
O 4.4570 5.8473 -4.9225 -1.1 0.8 1.2 -0.207
C 5.1559 6.1861 -6.0860 0.0 -0.3 -0.1 -0.126
H -2.1387 5.7307 -3.9371 1.0 -0.3 -0.1 0.080
H -2.2766 7.4478 -3.8734 0.1 0.4 -0.1 0.088
H -1.9446 6.5535 -2.3959 -0.3 -0.1 0.1 0.065
H -0.1513 7.9898 -1.8095 -0.3 -0.1 0.2 0.112
H -0.3731 8.8832 -3.3104 0.4 0.3 -0.2 0.116
H 2.1086 7.2889 -2.1749 0.1 -0.2 -0.5 0.097
H 1.9484 9.0245 -2.3003 0.1 0.2 0.4 0.107
H 1.9428 8.7954 -4.8141 -0.2 0.0 0.4 0.113
H 4.1322 8.9650 -3.5397 0.6 0.1 0.3 0.108
H 4.0339 8.5810 -5.2279 0.4 -0.4 0.0 0.109
H 4.2876 6.4598 -2.9194 -0.6 -0.1 -0.3 0.098
H 5.6413 6.9487 -3.8071 0.2 1.1 0.2 0.112
H 4.7365 7.0145 -6.6568 -0.4 0.1 0.0 0.078
H 5.1178 5.2774 -6.6866 0.3 0.2 -0.2 0.096
H 6.1776 6.4810 -5.8463 0.4 -0.2 0.0 0.084
C 0.0116 -4.4520 -6.7185 0.1 -0.4 0.8 -0.075
O 0.0042 -4.0364 -5.3350 0.6 0.5 -2.0 -0.174
C -0.1402 -5.0331 -4.3888 0.2 -0.4 1.4 -0.270
C -0.1412 -4.3312 -3.0359 0.2 0.6 0.2 -0.194
N 1.1653 -3.7399 -2.6215 -0.3 0.0 0.8 -0.009
C 1.1132 -3.0084 -1.3214 -0.4 -0.3 -0.8 -0.212
C 2.3337 -2.2198 -1.0247 1.1 0.3 -0.9 -0.217
O 2.5916 -1.2163 -2.0347 -0.6 -0.7 1.2 -0.182
C 3.4357 -0.1703 -1.5975 -0.1 0.4 -1.1 -0.102
H 0.9639 -4.8855 -7.0238 0.3 0.0 0.3 0.080
H -0.1713 -3.6203 -7.3989 -0.2 0.2 0.5 0.085
H -0.7339 -5.2293 -6.8865 -0.3 0.0 0.0 0.080
H 0.6267 -5.7991 -4.2736 0.9 0.0 -0.9 0.118
H -1.0442 -5.6120 -4.5780 -0.6 0.1 0.3 0.114
H -0.4353 -5.0311 -2.2537 0.0 0.0 0.0 0.096
H -0.9269 -3.5835 -3.1441 -0.2 0.4 0.4 0.104
H 1.5147 -3.0342 -3.2539 -0.3 -0.1 -0.7 0.095
H 1.0445 -3.6706 -0.4584 -0.4 -0.4 -0.2 0.106
H 0.3136 -2.2726 -1.2356 -0.5 -0.3 -0.3 0.099
H 3.2125 -2.8641 -0.9989 0.2 -0.1 0.3 0.128
H 2.1598 -1.7843 -0.0407 0.3 0.4 0.1 0.096
H 4.0623 -0.3475 -0.7234 0.0 -0.5 0.0 0.067
H 2.8590 0.7344 -1.4048 -0.3 0.1 0.2 0.069
H 4.0327 0.0403 -2.4848 0.5 0.2 0.3 0.089
C -2.1682 -3.3206 0.2273 0.0 1.0 -1.3 -0.100
O -1.3317 -2.1826 0.3151 0.1 0.0 0.9 -0.241
C -1.5061 -1.3644 1.4782 0.8 0.3 -0.4 -0.164
C -0.2724 -0.4165 1.5885 -0.5 0.5 -1.0 -0.152
N -0.3236 0.8401 0.8032 -1.4 -0.5 0.1 -0.019
C -0.3255 0.7167 -0.6574 0.2 0.2 0.1 -0.165
C -0.6554 2.0219 -1.3985 0.8 -0.3 0.6 -0.168
O 0.3368 2.9965 -1.0600 -0.9 1.3 -0.5 -0.222
C 0.0786 4.3385 -1.6267 1.6 -1.5 0.0 -0.023
H -3.2150 -3.0790 0.4117 -0.2 0.1 0.5 0.081
H -1.8488 -4.2001 0.7864 0.2 0.1 0.2 0.062
H -2.1372 -3.4846 -0.8498 0.0 -0.8 0.0 0.076
H -1.5473 -1.9853 2.3731 0.0 -0.1 0.2 0.100
H -2.4516 -0.8404 1.3383 -0.1 0.4 0.3 0.114
H 0.5793 -1.0157 1.2664 0.2 -0.4 0.0 0.083
H -0.0664 -0.0974 2.6102 -0.3 -0.3 0.2 0.094
H 0.4622 1.4185 1.0641 -0.1 0.1 0.3 0.053
H -1.0296 -0.0138 -1.0558 -0.2 -0.2 0.5 0.117
H 0.6639 0.3390 -0.9154 0.2 0.1 -0.8 0.099
H -1.6420 2.4062 -1.1393 -0.2 -0.1 0.2 0.110
H -0.6184 1.8277 -2.4704 0.0 0.0 -0.2 0.119
H 0.2986 4.3362 -2.6943 -0.3 -0.2 -0.2 0.065
H 0.9174 4.9016 -1.2176 -0.4 0.5 0.3 0.080
H -0.9083 4.7620 -1.4404 0.0 -0.3 0.4 0.069
C -1.7724 0.0434 7.9476 0.2 0.3 0.0 -0.066
O -2.4822 -0.2337 6.7253 1.7 0.4 -0.2 -0.213
C -3.7741 -0.7390 6.7283 -2.0 -0.8 0.0 -0.217
C -4.4502 -0.7585 5.3073 1.2 0.8 1.8 -0.197
N -4.7509 0.6060 4.9455 -0.9 -0.1 -0.7 -0.047
C -5.5410 0.7117 3.7160 0.8 0.9 -0.5 -0.205
C -5.4965 2.1712 3.1749 0.5 0.1 0.5 -0.177
O -4.1838 2.7952 3.1519 -2.1 0.4 0.3 -0.208
C -3.2462 2.1290 2.3443 -0.8 -0.2 0.3 -0.105
H -0.8161 0.5144 7.7201 -0.2 0.2 -0.7 0.070
H -1.4388 -0.8042 8.5463 -0.7 -0.7 -0.2 0.087
H -2.2619 0.7568 8.6106 -0.6 -0.1 -0.2 0.092
H -4.3850 -0.1487 7.4112 -0.2 0.1 0.0 0.121
H -3.8676 -1.7785 7.0426 0.6 -0.3 0.5 0.115
H -5.3576 -1.3615 5.3396 -0.1 0.1 0.3 0.120
H -3.7410 -1.2936 4.6759 0.2 0.0 -0.7 0.101
H -3.8886 1.1092 4.7928 0.1 0.2 0.1 0.094
H -6.5932 0.4348 3.7825 -0.1 0.1 0.8 0.115
H -5.1747 -0.0101 2.9860 0.4 0.0 -0.6 0.100
H -6.1132 2.8216 3.7951 0.3 -0.1 0.5 0.118
H -6.0218 2.2275 2.2215 0.4 -0.2 -0.6 0.100
H -3.7063 1.9037 1.3822 0.4 -0.1 -0.2 0.068
H -3.0763 1.2104 2.9060 1.1 -0.4 -0.6 0.070
H -2.4007 2.8056 2.2198 0.1 -0.5 0.0 0.095
C -4.6338 -4.4961 3.1855 -0.3 -1.7 0.1 -0.071
O -3.9616 -5.7530 3.4313 -0.2 0.6 -0.8 -0.188
C -2.5677 -5.5787 3.5416 0.5 -1.3 0.6 -0.210
C -1.8519 -6.9582 3.3855 -0.5 -0.2 -0.7 -0.166
N -0.5065 -6.9605 3.9459 -0.1 1.7 -0.7 -0.106
C 0.2553 -8.2022 3.8849 -0.7 0.2 -0.7 -0.155
C 0.7344 -8.6225 2.4264 -0.5 -0.6 1.6 -0.159
O -0.3264 -9.0066 1.5283 0.1 0.1 1.7 -0.206
C 0.1347 -9.4337 0.2831 0.0 0.3 -0.4 -0.136
H -4.2850 -3.7694 3.9192 -0.2 0.3 -0.2 0.078
H -5.6873 -4.7607 3.2766 -0.1 0.3 0.6 0.088
H -4.5800 -4.1824 2.1430 0.8 0.3 0.0 0.072
H -2.3699 -5.2092 4.5478 0.3 0.3 0.3 0.119
H -2.1870 -4.8471 2.8290 0.1 0.0 -0.1 0.090
H -1.8478 -7.2474 2.3346 0.3 0.2 -0.1 0.100
H -2.4093 -7.7774 3.8397 -0.7 0.2 0.4 0.120
H -0.6480 -6.5742 4.8682 0.7 -0.4 0.5 0.118
H -0.3444 -8.9296 4.4320 -0.1 -1.0 -0.6 0.111
H 1.1297 -8.1007 4.5278 0.3 0.2 -0.4 0.119
H 1.3726 -9.4785 2.6457 0.0 -0.5 -0.2 0.112
H 1.4225 -7.8814 2.0196 -0.4 0.5 -0.2 0.115
H 0.6373 -8.5585 -0.1284 0.3 -0.3 -0.8 0.091
H -0.7032 -9.7648 -0.3305 -0.3 0.5 0.1 0.086
H 0.7678 -10.3209 0.2715 0.6 0.1 0.6 0.087
C -3.2332 5.4146 0.2072 -1.6 -0.3 0.4 -0.107
O -3.7002 4.1840 -0.3048 -0.8 -1.4 -0.9 -0.234
C -5.1565 4.0670 -0.4843 0.2 -0.5 0.6 -0.149
C -5.5387 2.5603 -0.8521 1.8 0.6 0.3 -0.174
N -4.8168 2.1606 -2.0702 -1.3 1.3 -0.9 -0.048
C -5.3204 2.8538 -3.3010 2.3 -1.1 -0.7 -0.180
C -4.2505 2.5403 -4.3924 0.9 0.5 0.0 -0.156
O -2.9269 3.1170 -4.0106 -1.4 -0.8 0.4 -0.229
C -1.8610 3.1117 -4.9497 0.0 0.3 0.2 -0.115
H -3.7823 5.5461 1.1395 0.0 0.7 0.2 0.085
H -3.4971 6.1839 -0.5185 0.3 0.5 0.2 0.080
H -2.1808 5.4125 0.4908 0.0 -0.4 -0.6 0.088
H -5.5380 4.7582 -1.2358 0.4 0.0 -0.6 0.100
H -5.6508 4.4444 0.4108 0.0 -0.4 0.5 0.106
H -6.5892 2.2697 -0.8587 -0.2 0.8 -0.5 0.114
H -5.1539 1.8615 -0.1094 0.2 0.4 0.5 0.080
H -3.9014 2.5746 -1.9666 0.6 -0.3 0.2 0.063
H -5.3461 3.9434 -3.3113 -0.5 0.2 0.7 0.104
H -6.2564 2.4021 -3.6296 -0.1 0.2 0.1 0.116
H -4.5173 2.9637 -5.3608 -0.2 0.2 -0.1 0.112
H -4.2166 1.4588 -4.5238 0.5 -0.1 0.1 0.098
H -2.1046 3.7566 -5.7941 -0.1 -0.3 -0.4 0.089
H -1.4698 2.1358 -5.2373 -0.7 -0.4 -0.3 0.088
H -0.9758 3.5532 -4.4919 -0.2 0.3 0.4 0.060
C 5.9703 -2.9897 -3.2841 -0.5 0.4 -0.3 -0.107
O 6.2698 -2.5407 -1.9840 -0.2 -1.3 0.0 -0.217
C 7.5556 -1.9866 -1.7931 -1.3 1.4 0.7 -0.195
C 7.2133 -0.6946 -0.9844 0.9 -0.5 0.0 -0.196
N 6.6994 -0.9880 0.3671 0.5 0.3 -0.1 -0.046
C 6.4759 0.2076 1.1922 -0.2 -0.2 0.5 -0.200
C 5.6725 -0.1546 2.4825 0.3 0.9 -1.4 -0.210
O 4.4105 -0.4709 1.9762 -2.2 -1.1 -0.3 -0.238
C 3.3950 -0.9009 2.9085 1.2 -0.7 -0.3 -0.073
H 4.9537 -3.3809 -3.3257 0.0 -0.1 0.5 0.084
H 6.6293 -3.7620 -3.6808 0.3 0.0 0.1 0.086
H 5.9459 -2.1215 -3.9426 0.3 0.0 -0.4 0.087
H 8.0209 -1.7599 -2.7524 0.0 0.3 -0.1 0.113
H 8.2419 -2.6274 -1.2395 -0.2 -0.3 0.2 0.117
H 6.4610 -0.1314 -1.5366 0.0 0.1 -0.4 0.102
H 8.1340 -0.1118 -0.9548 0.0 0.3 0.4 0.111
H 5.8066 -1.4382 0.2245 -0.2 -0.2 0.1 0.083
H 5.9133 0.9798 0.6677 -0.4 0.2 -0.2 0.102
H 7.4157 0.7043 1.4333 0.3 -0.3 0.2 0.112
H 5.4824 0.7164 3.1097 0.8 0.2 0.4 0.117
H 6.1938 -0.9574 3.0040 -0.3 -0.2 0.2 0.122
H 3.7698 -1.7947 3.4073 0.2 0.1 0.6 0.093
H 2.4982 -1.2913 2.4273 0.1 0.6 -0.7 0.053
H 3.1013 -0.1283 3.6190 0.2 0.2 0.1 0.076
C -0.1934 2.0758 4.7212 0.6 -0.2 -1.2 -0.170
O 0.3128 2.2982 5.9966 0.1 0.2 1.4 -0.109
H 0.6311 1.9620 4.0174 0.1 0.2 -0.4 0.068
H -0.7623 1.1517 4.6183 -0.5 0.1 0.2 0.058
H -0.7449 2.9680 4.4248 -0.2 -0.3 0.0 0.092
H 1.0505 1.7125 6.1819 0.0 -0.1 -0.2 0.071
C -3.3345 -1.6405 -3.9027 -1.6 0.3 0.9 -0.165
O -3.6646 -2.7911 -4.6617 0.3 0.2 -0.7 -0.113
H -4.1547 -0.9227 -3.9064 -0.6 -0.1 -0.3 0.055
H -3.3438 -1.9428 -2.8555 1.0 0.4 0.2 0.073
H -2.5323 -0.9837 -4.2391 0.8 -1.0 0.0 0.078
H -3.6413 -3.5627 -4.0909 0.2 0.1 0.0 0.067
C 1.0817 -4.0656 2.4743 -1.0 -0.9 0.2 -0.134
O 1.5308 -5.3127 2.9896 1.6 1.0 -0.2 -0.134
H 0.8986 -3.2988 3.2269 0.2 0.1 0.3 0.056
H 1.7269 -3.6440 1.7035 0.1 -0.4 0.0 0.068
H 0.1012 -4.3370 2.0832 -0.2 0.8 -0.7 0.064
H 0.7523 -5.7482 3.3443 -0.6 -0.6 0.3 -0.002
C 4.1585 6.0311 -0.0356 0.2 0.1 0.1 -0.156
O 4.5834 7.3094 -0.5076 -0.2 -0.2 -0.2 -0.133
H 4.2680 5.9682 1.0470 -0.2 -0.1 0.1 0.080
H 3.1145 5.8833 -0.3121 0.0 0.2 0.1 0.063
H 4.7221 5.2110 -0.4805 0.1 0.0 -0.1 0.076
H 5.5237 7.3987 -0.3364 0.0 0.0 0.0 0.077
C 0.5292 -1.4984 5.4598 -0.3 -0.7 -0.1 -0.143
O -0.8072 -1.6631 4.9793 0.9 -0.3 0.0 -0.132
H 0.5831 -1.3821 6.5423 -0.2 0.6 0.1 0.078
H 1.0853 -2.4265 5.3272 0.0 -0.1 -0.5 0.071
H 1.0325 -0.7002 4.9142 0.2 0.2 0.2 0.056
H -1.3597 -1.0924 5.5184 -0.5 0.3 0.3 0.017
C -2.2626 -7.1892 -0.7708 0.4 0.6 1.4 -0.186
O -1.9739 -6.9611 -2.1067 -0.3 0.0 -1.3 -0.110
H -2.7442 -8.1305 -0.5059 -0.1 -0.2 -0.4 0.084
H -1.3686 -7.1014 -0.1535 0.2 -0.1 0.1 0.063
H -2.8979 -6.3715 -0.4304 -0.3 -0.1 -0.1 0.076
H -1.1523 -7.3677 -2.3918 0.0 -0.2 0.3 0.079
C 2.8552 2.4376 1.4132 -1.4 -0.4 0.0 -0.116
O 1.5427 3.0348 1.4075 1.2 0.3 0.9 -0.153
H 3.6123 2.9874 0.8540 0.0 0.2 0.1 0.072
H 3.1357 2.3008 2.4576 0.2 0.2 -0.1 0.076
H 2.7387 1.4403 0.9891 0.5 -0.2 -0.1 0.059
H 1.2191 3.0957 0.5057 -0.2 0.0 -0.7 0.017
```
Positions in Å, forces in eV/Å.

* multiplicity: 1
* LUMO: 0.0210 Eh
* frontier orbital gap: 8.7 eV